Entry from the OMol25 dataset: a molecular structure, C40H72Br3F8IN8O9P in a non-equilibrium geometry (ωB97M-V with the def2-TZVPD basis set).

The geometry in XYZ format:
```
142
Properties=species:S:1:pos:R:3:forces:R:3:lowdin_charge:R:1
C -3.529 -0.268 5.099 -0.2 -0.3 0.8 0.01
C -3.300 1.077 5.730 -0.3 -0.2 -0.2 -0.49
O -4.171 1.911 5.796 0.3 0.1 -0.1 0.09
N -1.983 1.272 6.248 -0.4 0.8 0.1 -0.13
C -1.867 0.571 7.545 -0.1 -0.4 -0.5 -0.05
C -1.641 2.698 6.370 0.5 0.1 0.2 -0.18
C -0.368 3.013 5.574 -0.4 -0.7 -0.4 -0.17
C -0.688 2.867 4.070 0.2 0.4 0.6 -0.17
C 0.424 3.454 3.193 -0.5 0.2 0.1 -0.15
N 1.049 2.642 2.049 0.4 0.4 -0.8 -0.15
P 1.918 4.013 1.210 0.9 0.6 0.3 0.80
O 2.821 4.711 2.129 -0.1 -0.1 0.0 -0.33
C 1.963 1.558 2.648 -0.5 -0.6 1.3 -0.28
C 3.461 1.682 2.568 0.3 0.0 0.1 -0.66
Br 4.375 1.756 0.913 0.1 0.0 -0.1 0.88
C 4.188 1.694 3.700 -0.1 0.0 -0.1 -0.73
C 3.638 1.640 5.099 -0.3 0.1 0.0 -0.12
Br 6.063 1.771 3.669 0.0 0.0 -0.1 0.82
C 1.255 0.172 2.388 0.1 0.1 -0.1 -0.55
I 0.652 -0.634 4.328 -0.1 0.1 -0.1 1.15
C 2.183 -0.911 1.738 -0.1 -0.2 -0.1 -0.32
N 2.878 -1.807 2.627 -0.1 0.4 0.3 -0.02
C 0.022 0.481 1.459 0.4 -0.8 0.6 -0.24
C -1.340 -0.102 1.880 -0.1 0.1 -0.4 -0.21
C -2.150 -0.370 0.631 -0.2 0.1 0.0 -0.75
O -2.948 0.326 0.122 0.0 0.1 -0.1 0.08
Br -1.739 -2.115 -0.187 0.1 -0.1 0.0 0.76
C 0.054 1.978 1.059 -0.7 -0.6 -0.8 -0.33
C -1.291 2.729 1.062 0.2 0.2 0.6 0.00
C 0.438 1.996 -0.462 0.5 0.5 0.0 -0.10
C 1.694 1.330 -1.046 -0.1 0.1 0.0 -0.23
O 1.360 0.657 -2.242 0.2 -0.1 -0.1 -0.09
C 1.266 -0.744 -2.158 -0.1 0.0 0.2 -0.09
C 1.793 -1.380 -3.454 0.1 0.6 0.0 -0.38
F 2.670 -0.542 -4.045 0.0 -0.2 0.1 0.14
F 2.491 -2.505 -3.135 -0.3 -0.1 0.0 0.11
C 0.686 -1.729 -4.507 0.1 0.2 -0.5 -0.34
F 0.755 -0.823 -5.504 0.0 0.0 0.1 0.16
F -0.548 -1.625 -3.973 0.0 -0.1 0.0 0.13
C 0.840 -3.115 -5.180 0.0 -0.1 0.4 -0.37
F 2.057 -3.165 -5.747 0.0 0.0 -0.1 0.15
F -0.085 -3.190 -6.158 -0.1 0.0 0.0 0.14
C 0.639 -4.356 -4.258 0.5 -0.2 -0.3 -0.26
F 1.826 -4.975 -4.053 -0.1 0.1 0.1 0.08
F 0.145 -3.987 -3.055 -0.1 -0.1 -0.1 0.09
H -2.670 -0.919 5.240 0.1 0.0 -0.3 0.05
H -4.375 -0.716 5.624 -0.1 -0.1 -0.2 0.10
H -3.815 -0.148 4.057 0.0 0.1 -0.1 0.06
H -2.745 0.761 8.167 0.1 0.1 0.2 0.10
H -1.810 -0.507 7.384 0.1 0.0 0.0 0.08
H -0.965 0.900 8.051 0.0 0.0 0.0 0.09
H -1.507 2.949 7.423 0.0 0.2 0.0 0.12
H -2.437 3.331 5.984 -0.2 -0.1 0.1 0.11
H -0.031 4.027 5.793 0.1 0.0 0.1 0.12
H 0.398 2.274 5.825 0.2 0.2 0.2 0.09
H -1.577 3.477 3.903 -0.2 -0.3 -0.3 0.12
H -0.928 1.826 3.882 0.0 -0.1 -0.2 0.06
H 1.246 3.799 3.817 0.3 -0.2 -0.2 0.12
H 0.029 4.353 2.721 0.0 0.0 0.0 0.10
H 2.536 3.457 0.096 -0.3 -0.1 0.0 -0.02
H 0.835 4.787 0.780 -0.2 -0.3 -0.1 0.06
H 1.808 1.709 3.712 -0.1 0.2 0.0 0.05
H 3.036 2.529 5.305 0.0 0.0 0.0 0.09
H 4.435 1.617 5.832 0.1 0.0 0.0 0.06
H 3.014 0.760 5.249 0.0 0.0 0.0 0.02
H 1.548 -1.468 1.044 0.0 -0.1 0.0 0.11
H 2.940 -0.414 1.139 -0.1 0.1 -0.1 0.04
H 2.578 -2.762 2.513 0.0 -0.1 0.0 0.08
H 3.874 -1.753 2.467 0.0 -0.2 -0.1 0.05
H 0.254 -0.141 0.591 0.1 0.4 -0.3 0.09
H -1.198 -1.067 2.354 0.1 0.1 0.2 0.05
H -1.952 0.555 2.490 0.0 0.0 0.3 0.10
H -1.112 3.804 1.094 0.0 0.0 -0.1 0.08
H -1.840 2.530 0.151 -0.1 -0.1 0.0 0.10
H -1.933 2.486 1.901 -0.1 0.0 0.0 0.08
H -0.392 1.470 -0.931 -0.1 0.0 0.1 0.13
H 0.376 3.014 -0.858 -0.1 0.0 0.0 0.12
H 2.435 2.077 -1.332 0.0 0.0 0.0 0.09
H 2.182 0.669 -0.335 0.0 -0.2 -0.1 0.06
H 1.874 -1.161 -1.349 0.1 0.1 0.0 0.13
H 0.231 -1.032 -1.982 0.0 -0.2 0.0 0.08
H -0.015 -5.071 -4.759 -0.3 0.1 0.2 0.18
C 1.178 -3.062 -9.125 0.0 0.0 -0.1 -0.02
C 1.608 -3.670 -10.441 0.0 0.0 0.0 -0.55
O 1.532 -3.059 -11.490 0.0 0.0 0.0 0.04
N 2.089 -4.944 -10.409 0.0 0.0 0.1 0.01
C 2.251 -5.814 -9.261 0.0 0.0 -0.3 -0.08
H 0.822 -2.055 -9.314 0.0 0.0 -0.1 0.09
H 0.373 -3.642 -8.675 0.0 0.0 0.1 0.07
H 2.018 -3.015 -8.430 0.0 0.0 0.1 0.07
H 2.357 -5.296 -11.314 0.0 0.0 0.0 0.14
H 3.299 -6.099 -9.143 0.0 0.0 0.1 0.08
H 1.661 -6.723 -9.385 0.0 0.0 0.1 0.08
H 1.927 -5.310 -8.356 0.0 0.0 0.0 0.06
C 2.631 -9.689 -4.095 0.0 0.0 0.0 -0.01
C 3.610 -9.796 -2.948 0.0 0.0 0.0 -0.55
O 3.999 -10.869 -2.529 0.0 0.0 0.0 0.04
N 4.049 -8.631 -2.391 -0.1 0.0 -0.1 0.00
C 3.697 -7.273 -2.756 0.2 -0.2 0.3 -0.09
H 2.382 -10.693 -4.422 0.0 0.0 0.0 0.08
H 1.717 -9.183 -3.780 0.0 0.0 0.0 0.08
H 3.069 -9.143 -4.931 0.0 0.0 0.0 0.08
H 4.698 -8.770 -1.634 0.0 0.0 0.0 0.14
H 4.590 -6.720 -3.054 -0.1 0.1 -0.1 0.08
H 3.244 -6.763 -1.904 -0.1 0.1 -0.1 0.08
H 2.993 -7.265 -3.580 0.0 0.0 0.0 0.05
C -6.469 1.859 1.293 0.1 -0.1 0.0 0.00
C -5.664 2.227 2.515 -0.1 0.0 0.1 -0.53
O -4.655 1.605 2.841 0.4 -0.1 -0.3 -0.01
N -6.091 3.268 3.256 0.0 0.0 -0.1 0.03
C -7.253 4.112 3.021 0.2 -0.2 0.6 -0.06
H -5.996 1.007 0.814 0.0 0.0 0.0 0.08
H -7.489 1.588 1.568 0.0 0.1 0.0 0.09
H -6.504 2.692 0.590 -0.1 0.0 0.0 0.09
H -5.516 3.448 4.066 -0.1 -0.1 0.1 0.13
H -6.943 5.145 2.908 -0.1 0.1 -0.1 0.06
H -7.932 4.037 3.874 -0.1 0.0 -0.1 0.09
H -7.774 3.811 2.124 0.0 0.1 -0.1 0.06
C 5.405 -1.373 -1.675 0.0 0.0 0.1 0.01
C 5.695 -1.908 -0.293 0.2 0.0 0.0 -0.52
O 4.906 -1.763 0.635 0.0 0.1 -0.1 -0.01
N 6.865 -2.557 -0.108 -0.1 0.1 -0.1 0.02
C 7.912 -2.820 -1.080 0.0 -0.1 0.2 -0.06
H 4.437 -0.881 -1.658 0.0 0.0 0.0 0.06
H 6.162 -0.649 -1.977 0.0 0.0 -0.1 0.09
H 5.372 -2.179 -2.408 0.0 0.0 0.0 0.09
H 7.000 -2.888 0.835 0.0 0.0 0.0 0.14
H 8.069 -3.894 -1.182 0.0 0.0 -0.1 0.09
H 8.849 -2.365 -0.757 0.0 0.0 -0.1 0.09
H 7.645 -2.414 -2.049 0.0 0.0 0.0 0.07
C -6.832 7.990 1.266 0.0 -0.1 0.0 -0.01
C -7.646 7.020 0.439 -0.1 0.0 -0.1 -0.54
O -7.592 5.811 0.618 0.1 0.1 -0.1 0.01
N -8.449 7.543 -0.518 0.0 0.1 0.0 0.01
C -8.644 8.938 -0.870 -0.1 -0.2 -0.1 -0.07
H -6.245 7.424 1.982 0.0 -0.1 0.0 0.07
H -6.155 8.565 0.634 0.0 0.1 0.0 0.09
H -7.481 8.678 1.808 0.0 0.1 0.0 0.09
H -8.966 6.848 -1.034 0.0 0.0 0.0 0.14
H -9.691 9.217 -0.740 0.0 0.1 0.0 0.09
H -8.370 9.107 -1.912 0.0 0.1 0.0 0.09
H -8.035 9.579 -0.242 0.0 0.0 0.0 0.07
```
Forces are in eV/Å.

Calculated values
E_HOMO in eV: -10.61
Net charge: +1
LUMO in Ha: -0.08594
Electronic energy in eV: -322247.3502